Entry from OMol25: a single C26H34N2O8 molecule (ωB97M-V/def2-TZVPD).

Structure (XYZ):
```
70
Properties=species:S:1:pos:R:3:forces:R:3
C -1.1002 -4.5063 -0.6465 -0.4 -0.1 -0.1
O 0.1517 -3.8549 -0.8123 0.4 0.1 0.0
C 0.1439 -2.7589 -1.5883 -0.2 0.0 0.0
O -0.8498 -2.3550 -2.1461 0.0 0.0 0.0
C 1.4606 -2.0943 -1.6420 0.2 0.1 0.0
C 1.5429 -0.8210 -2.2012 0.0 -0.3 0.0
C 2.7214 -0.1029 -2.1723 0.2 0.1 -0.1
C 3.8573 -0.6551 -1.5851 -0.2 -0.5 0.0
O 5.0721 -0.0723 -1.4684 -0.1 -0.3 0.1
C 5.2912 1.2935 -1.7355 0.3 0.5 0.2
C 5.4050 2.1263 -0.4375 -0.4 -0.4 -0.1
O 6.2752 3.2161 -0.6362 0.2 0.3 -0.2
C 4.0537 2.6360 0.0880 0.3 -0.1 0.1
N 3.0998 1.5897 0.3967 0.1 0.2 0.0
C 3.4314 0.8552 1.6039 0.0 -0.3 0.0
C 2.4582 -0.3017 1.7906 0.2 0.1 0.1
N 1.0818 0.1672 1.8840 0.0 0.0 0.1
C 0.1699 -0.9637 1.9875 -0.4 0.1 0.1
C -1.1622 -0.5594 2.6239 0.1 -0.2 -0.6
O -0.9926 -0.2163 3.9779 0.0 -0.1 0.3
C -2.1582 -1.7251 2.5357 0.3 0.4 0.5
O -2.5847 -1.9314 1.2084 -0.1 0.1 -0.4
C -3.4405 -1.0414 0.6285 -0.2 0.1 -0.3
C -4.1887 -0.0874 1.3168 0.3 -0.2 0.3
C -5.0673 0.7292 0.6322 -0.1 0.0 -0.3
C -5.2108 0.6190 -0.7474 0.2 -0.1 0.2
C -6.1434 1.4705 -1.5113 -0.2 0.1 -0.3
O -6.2976 1.4208 -2.7082 0.0 0.0 0.1
O -6.8251 2.3281 -0.7271 0.2 -0.2 0.3
C -7.7476 3.1704 -1.3978 -0.2 0.1 -0.3
C -4.4463 -0.3250 -1.4353 -0.2 0.2 0.1
C -3.5728 -1.1451 -0.7599 0.1 -0.1 0.2
C 0.7638 0.9790 0.7180 -0.1 0.3 0.0
C 1.7571 2.1204 0.5525 -0.2 -0.2 -0.1
C 3.7901 -1.9615 -1.0816 0.2 0.3 -0.1
C 2.6102 -2.6684 -1.0988 -0.2 0.1 -0.1
H -0.8906 -5.4384 -0.1279 0.0 0.0 0.0
H -1.5581 -4.7018 -1.6184 0.0 0.0 0.1
H -1.7718 -3.8797 -0.0546 0.0 -0.1 -0.1
H 0.6544 -0.3975 -2.6466 -0.1 0.1 0.0
H 2.7309 0.8900 -2.5911 0.0 0.1 0.0
H 6.2659 1.3430 -2.2357 -0.2 0.0 0.1
H 4.5342 1.7177 -2.3997 0.0 0.0 0.0
H 5.9029 1.5061 0.3132 -0.1 0.0 -0.1
H 5.8689 3.8382 -1.2514 0.0 0.0 0.1
H 4.2597 3.2788 0.9638 0.0 0.0 -0.1
H 3.6103 3.2692 -0.6900 0.0 0.0 0.0
H 4.4383 0.4464 1.5133 0.0 0.0 0.1
H 3.3962 1.5155 2.4892 0.0 0.0 0.0
H 2.7036 -0.8251 2.7188 0.0 0.0 -0.1
H 2.5793 -0.9999 0.9494 0.0 0.0 0.1
H 0.6268 -1.7171 2.6353 0.0 0.0 0.0
H -0.0216 -1.4237 1.0049 0.1 0.0 0.0
H -1.5903 0.2952 2.0754 0.1 -0.2 0.0
H -0.1959 0.3271 4.0282 0.0 0.0 0.0
H -2.9944 -1.5464 3.2187 0.0 -0.1 -0.1
H -1.6663 -2.6550 2.8316 -0.1 0.1 0.0
H -4.0972 0.0269 2.3854 0.0 0.0 0.1
H -5.6488 1.4610 1.1707 0.0 0.0 0.1
H -8.2078 3.7897 -0.6319 0.0 0.0 0.0
H -7.2314 3.7903 -2.1342 -0.1 0.0 0.1
H -8.5028 2.5730 -1.9133 0.0 0.1 0.0
H -4.5511 -0.3955 -2.5069 0.0 0.0 -0.1
H -2.9631 -1.8589 -1.2900 0.1 -0.1 0.0
H -0.2372 1.3983 0.8407 0.0 0.0 -0.1
H 0.7742 0.3654 -0.1966 -0.1 0.1 0.1
H 1.4903 2.6880 -0.3421 0.0 0.0 0.0
H 1.6931 2.7934 1.4263 0.0 0.0 -0.1
H 4.6868 -2.3867 -0.6585 0.1 0.0 0.1
H 2.5628 -3.6619 -0.6816 0.0 -0.1 0.1
```
Positions in Å, forces in eV/Å.

Computed properties:
**LUMO level**: 0.54 eV
**HOMO energy**: -8.7 eV
**Energy relative to the best compared isomer or geometry (same formula, charge and spin)**: 0.0 kJ/mol
**HOMO-LUMO gap**: 0.3386 Eh
**Energy**: -1722.58180 Ha
**Max |F|**: 0.714 eV/A

Atomic charges from the Mulliken analysis, expressed in e, are listed below:
1. C -0.467
2. O -0.329
3. C 0.542
4. O -0.659
5. C 0.393
6. C -1.351
7. C 0.031
8. C 0.903
9. O -0.444
10. C -0.575
11. C 0.170
12. O -0.601
13. C -1.174
14. N 0.846
15. C -1.122
16. C -0.451
17. N 0.062
18. C -0.367
19. C 0.859
20. O -0.658
21. C -1.290
22. O -0.373
23. C 1.402
24. C -0.693
25. C -0.950
26. C 0.209
27. C 0.547
28. O -0.620
29. O -0.303
30. C -0.661
31. C -0.944
32. C -0.159
33. C 0.419
34. C -1.513
35. C -0.685
36. C -0.324
37. H 0.245
38. H 0.314
39. H 0.086
40. H 0.455
41. H 0.298
42. H 0.375
43. H 0.209
44. H 0.232
45. H 0.385
46. H 0.201
47. H 0.606
48. H 0.416
49. H 0.366
50. H 0.478
51. H 0.040
52. H 0.564
53. H -0.404
54. H 0.042
55. H 0.431
56. H 0.358
57. H 0.469
58. H 0.326
59. H 0.448
60. H 0.226
61. H 0.289
62. H 0.289
63. H 0.471
64. H 0.336
65. H 0.528
66. H -0.417
67. H 0.493
68. H 0.300
69. H 0.398
70. H 0.479

---

Entry from OMol25: C56H53BF2IO2P3Sr as an isolated structure (ωB97M-V/def2-TZVPD).

Structure (XYZ):
```
119
Properties=species:S:1:pos:R:3:forces:R:3
Sr -1.0003 1.1111 1.3124 5.5 -6.5 2.5
C -3.5091 5.8207 0.6689 0.3 0.1 -0.1
C -2.6317 5.5241 -0.5234 -0.4 0.1 -0.2
C -3.0979 6.0130 -1.7488 0.0 0.1 -0.1
C -2.4297 5.8055 -2.9410 0.3 -0.2 0.1
C -1.2304 5.0957 -2.9216 -0.3 0.2 -0.2
C -0.7647 4.5997 -1.7211 0.2 -0.1 -0.3
C -1.4445 4.7915 -0.5178 0.2 -0.8 0.4
P -0.5861 3.7972 0.8148 -1.4 1.7 0.6
C -2.0729 3.0761 1.9337 -2.0 1.3 -1.4
C -2.2439 3.3804 3.2630 -0.4 0.2 -0.4
C -3.3899 2.9247 3.9237 0.0 0.0 0.2
C -4.3307 2.1453 3.2878 0.0 -0.1 0.0
C -4.1405 1.7303 1.9676 -0.1 0.4 -0.3
C -3.0449 2.1837 1.2791 -0.1 2.1 -1.4
C -2.7202 1.7697 -0.2577 -1.6 1.3 1.0
C -0.0179 5.0373 1.9528 0.5 -0.4 -0.1
C -0.2701 6.3976 1.8851 -0.3 0.3 -0.3
C 0.0481 7.2626 2.9123 0.1 0.0 0.2
C 0.6125 6.6912 4.0826 0.0 0.1 0.0
C 0.9351 5.3694 4.1588 0.0 0.0 0.0
C 0.7611 4.4689 3.0339 0.1 0.2 0.4
C 1.2188 3.1828 3.0681 0.0 -0.1 0.0
H -3.9231 6.8257 0.5561 0.0 0.0 0.1
H -2.9629 5.7812 1.5969 0.2 -0.1 0.3
H -4.3375 5.1242 0.7331 -0.2 -0.2 0.0
H -4.0283 6.5733 -1.7566 0.0 0.0 0.0
H -2.8406 6.1846 -3.8678 0.0 0.0 0.0
H -0.6789 4.9033 -3.8329 0.0 0.0 0.0
H 0.1455 4.0025 -1.7324 -0.1 0.0 0.1
H -1.5307 4.0345 3.7507 0.0 -0.1 0.1
H -3.5416 3.1971 4.9610 0.0 0.0 0.0
H -5.2132 1.8254 3.8222 0.0 -0.1 0.1
H -4.8692 1.1257 1.4401 0.0 -0.2 0.2
H -2.9540 0.7260 -0.5273 0.1 0.4 0.4
H -1.6585 1.9922 -0.4572 -0.8 0.1 -1.1
H -3.2926 2.4400 -0.8976 0.0 0.0 -0.1
H -0.7611 6.7958 0.9978 0.0 -0.1 0.1
H -0.1729 8.3197 2.8467 0.0 0.0 0.0
H 0.8041 7.3206 4.9481 0.0 0.0 0.0
H 1.3811 4.9743 5.0655 0.0 0.0 0.0
H 1.2566 2.5521 2.1866 0.0 0.0 0.0
H 1.6652 2.7772 3.9642 0.0 -0.1 0.0
C -2.6799 -2.8360 4.7305 0.2 -0.1 -0.2
C -3.5362 -1.8315 4.0133 0.1 0.3 0.3
O -3.8621 -0.7980 4.5606 -0.1 -0.1 -0.1
C -3.9858 -2.1548 2.6235 -0.3 -0.1 0.1
C -5.0699 -3.0039 2.4680 -0.1 0.0 0.0
C -5.6148 -3.2821 1.2198 0.1 0.1 -0.1
C -5.0155 -2.6884 0.1091 -0.1 -0.1 0.0
C -3.9094 -1.8722 0.2401 0.1 0.1 0.1
C -3.3320 -1.5693 1.5073 0.2 -0.3 -0.2
O -2.2615 -0.8772 1.6432 -0.4 0.2 -0.3
H -1.6481 -2.6427 4.4102 0.0 0.0 0.0
H -2.9322 -3.8599 4.4503 0.0 0.0 0.0
H -2.7450 -2.6877 5.8053 0.0 0.0 0.1
H -5.5182 -3.4436 3.3555 0.0 0.0 0.0
H -6.4751 -3.9305 1.1182 0.0 0.0 0.0
H -5.4053 -2.8781 -0.8862 0.0 0.0 0.0
H -3.4363 -1.4538 -0.6425 0.0 0.0 0.0
C 4.0897 -3.4260 -2.4760 -0.1 -0.2 0.1
C 3.6153 -2.5876 -3.6560 0.1 0.0 -0.3
P 2.0126 -1.6679 -3.4892 -0.1 0.1 0.2
C 0.8871 -3.0940 -3.2435 0.0 -0.3 -0.2
C -0.0041 -3.0650 -2.1781 0.0 0.2 0.2
C -0.7926 -4.1703 -1.8767 0.0 -0.1 -0.1
C -0.7102 -5.3117 -2.6598 0.0 0.1 0.0
C 0.1556 -5.3460 -3.7500 -0.1 0.0 0.1
C 0.9487 -4.2488 -4.0317 0.0 0.1 0.0
C 1.7703 -1.3103 -5.2771 0.0 0.1 0.0
C 2.7618 -0.5946 -5.9554 0.0 0.0 0.0
C 2.5926 -0.1942 -7.2711 0.0 0.0 0.0
C 1.4109 -0.4856 -7.9398 0.0 0.0 -0.1
C 0.4076 -1.1710 -7.2740 0.0 0.0 0.1
C 0.5841 -1.5747 -5.9564 -0.1 0.0 -0.1
C 4.4416 -2.6526 -1.2095 0.4 0.1 0.1
P 3.0384 -2.1598 -0.1154 -0.5 0.0 -0.1
C 2.7207 -3.7275 0.8029 0.3 -0.3 0.0
C 3.5698 -4.8379 0.8377 0.0 0.2 -0.1
C 3.2269 -5.9904 1.5274 0.0 0.0 0.0
C 2.0209 -6.0579 2.2081 -0.1 0.0 0.0
C 1.1692 -4.9612 2.1976 0.2 -0.1 0.0
C 1.5182 -3.8185 1.4948 -0.4 0.2 0.2
C 3.9640 -1.1631 1.1050 0.4 -0.1 0.1
C 5.2078 -1.5632 1.6125 -0.2 0.0 -0.1
C 5.9296 -0.7399 2.4541 0.0 0.1 0.0
C 5.4140 0.5049 2.8129 0.0 0.0 0.0
C 4.1711 0.9005 2.3519 0.1 -0.2 0.0
C 3.4503 0.0607 1.5043 -0.2 0.3 0.2
H 4.9916 -3.9469 -2.8194 0.0 0.0 0.1
H 3.3559 -4.2077 -2.2493 0.0 0.0 0.0
H 3.5619 -3.2279 -4.5434 0.1 0.1 0.0
H 4.3722 -1.8223 -3.8586 0.0 0.0 0.0
H -0.0848 -2.1666 -1.5753 0.1 0.0 0.0
H -1.4594 -4.1390 -1.0236 0.0 0.0 0.0
H -1.3194 -6.1751 -2.4202 0.0 0.0 0.0
H 0.2111 -6.2324 -4.3716 0.0 0.0 0.0
H 1.6202 -4.2780 -4.8837 0.0 0.0 0.0
H 3.6811 -0.3322 -5.4455 0.0 0.0 0.0
H 3.3808 0.3620 -7.7644 0.0 0.0 0.0
H 1.2690 -0.1668 -8.9657 0.0 0.0 0.0
H -0.5290 -1.3902 -7.7729 0.0 0.0 0.0
H -0.2205 -2.0938 -5.4532 0.0 0.0 0.1
H 4.9553 -1.7197 -1.4690 -0.1 0.0 0.0
H 5.1609 -3.2360 -0.6313 0.1 0.1 0.0
H 4.5178 -4.8166 0.3177 0.0 0.0 0.0
H 3.9070 -6.8343 1.5377 0.0 0.0 0.0
H 1.7411 -6.9576 2.7432 0.0 0.0 0.0
H 0.2340 -4.9911 2.7377 -0.1 0.0 0.0
H 0.8393 -2.9725 1.5258 0.0 0.1 -0.1
H 5.6047 -2.5400 1.3615 0.0 0.0 0.0
H 6.8899 -1.0652 2.8358 0.0 0.0 0.0
H 5.9747 1.1588 3.4700 0.0 0.0 0.0
H 3.7336 1.8420 2.6568 0.0 0.0 0.0
H 2.4560 0.3836 1.2111 0.1 -0.2 -0.3
I 0.5188 -0.4531 3.8558 0.1 -0.1 0.0
F -0.4069 0.3964 -2.2343 0.0 -0.2 0.0
B 0.3556 0.7577 -1.1262 -0.1 0.4 -0.6
F 1.4052 1.4738 -1.6313 0.3 0.0 0.1
```
Positions in Å, forces in eV/Å.

Computed properties:
**LUMO level**: 3.87 eV
**HOMO energy**: -1.0 eV
**Energy relative to the best compared isomer or geometry (same formula, charge and spin)**: 438.1 kJ/mol
**Charge**: -2
**HOMO-LUMO gap**: 0.1775 Eh
**Energy**: -3893.40271 Ha
**Max |F|**: 8.873 eV/A

Here are the Mulliken charges for atoms 1 to 99, given in e:
1. Sr 1.725
2. C -1.798
3. C 1.621
4. C -0.778
5. C -0.673
6. C -0.709
7. C -1.042
8. C 0.881
9. P 1.068
10. C -0.655
11. C -0.693
12. C -0.894
13. C -0.785
14. C -1.772
15. C 2.225
16. C -0.610
17. C 0.412
18. C -0.511
19. C -0.909
20. C -0.439
21. C -1.053
22. C 0.507
23. C -0.736
24. H 0.565
25. H 0.160
26. H 0.324
27. H 0.391
28. H 0.385
29. H 0.429
30. H 0.340
31. H 0.275
32. H 0.378
33. H 0.303
34. H 0.518
35. H -0.219
36. H 0.141
37. H 0.534
38. H 0.365
39. H 0.398
40. H 0.327
41. H 0.346
42. H -0.046
43. H 0.124
44. C -0.923
45. C 0.236
46. O -0.573
47. C 0.262
48. C -0.070
49. C -0.743
50. C -0.803
51. C -0.318
52. C -0.132
53. O -0.422
54. H 0.032
55. H 0.346
56. H 0.319
57. H 0.398
58. H 0.350
59. H 0.395
60. H 0.440
61. C -0.781
62. C -1.306
63. P 0.940
64. C 0.124
65. C -0.584
66. C -0.504
67. C -0.542
68. C -0.740
69. C -0.007
70. C 0.321
71. C -0.620
72. C -0.620
73. C -0.401
74. C -0.596
75. C -0.556
76. C -1.595
77. P 0.853
78. C 0.350
79. C -0.191
80. C -0.763
81. C -0.457
82. C -0.802
83. C -0.426
84. C 0.054
85. C -0.102
86. C -0.734
87. C -0.569
88. C -0.474
89. C 0.165
90. H 0.455
91. H 0.267
92. H 0.517
93. H 0.451
94. H 0.320
95. H 0.693
96. H 0.370
97. H 0.366
98. H 0.358
99. H 0.300

---

energy relative to the best compared isomer or geometry (same formula, charge and spin) of number 1 (C26H34N2O8)? 0.0 kJ/mol

---

HOMO-LUMO gap of number 2 (C56H53BF2IO2P3Sr)? 0.1775 Eh

---

Which of these has the highest LUMO level? C56H53BF2IO2P3Sr